1.
Density functional theory data (ωB97M-V/def2-TZVPD) for C46H66BCsN5O2P2 as an isolated structure in a non-equilibrium geometry.

Geometry as ORCA input:
```
! wB97M-V def2-TZVPD RIJCOSX def2/J DEFGRID3
* xyz -1 1
Cs 1.700 -0.794 0.079
C 0.485 4.297 4.007
C -0.875 3.769 3.522
C -1.613 3.171 4.724
C -1.692 4.950 2.995
P -0.391 2.358 2.328
C 0.270 3.389 0.836
N -0.126 3.115 -0.514
B 0.341 2.004 -1.368
N -0.516 2.189 -2.548
C -0.700 1.210 -3.601
P -1.261 -0.445 -2.879
C -3.156 -0.377 -3.087
C -3.648 0.895 -2.391
C -3.712 -1.568 -2.294
C -3.718 -0.394 -4.506
C -0.591 -1.630 -4.195
C -1.241 -3.002 -4.001
C 0.899 -1.764 -3.839
C -0.707 -1.196 -5.658
C -1.242 3.364 -2.472
C -2.047 4.019 -3.392
C -2.678 5.207 -3.023
C -2.493 5.741 -1.758
C -1.658 5.109 -0.835
C -1.023 3.928 -1.192
C -1.957 1.407 1.813
C -1.468 0.431 0.733
C -2.405 0.543 3.002
C -3.135 2.225 1.292
H 0.343 5.107 4.731
H 1.077 4.686 3.174
H 1.056 3.498 4.486
H -1.587 3.875 5.562
H -1.151 2.235 5.048
H -2.659 2.984 4.480
H -2.023 5.555 3.846
H -2.575 4.629 2.445
H -1.098 5.603 2.355
H 1.343 3.198 0.909
H 0.115 4.445 1.063
H 0.254 1.029 -4.101
H -1.406 1.572 -4.351
H -3.145 1.057 -1.436
H -4.723 0.814 -2.200
H -3.494 1.777 -3.005
H -3.351 -1.536 -1.265
H -3.419 -2.527 -2.722
H -4.807 -1.523 -2.275
H -3.265 0.383 -5.125
H -4.796 -0.198 -4.464
H -3.575 -1.361 -4.990
H -1.244 -3.285 -2.946
H -0.670 -3.763 -4.541
H -2.266 -3.027 -4.376
H 1.011 -2.161 -2.828
H 1.423 -0.807 -3.888
H 1.383 -2.459 -4.535
H -1.740 -1.134 -5.994
H -0.197 -1.937 -6.284
H -0.227 -0.231 -5.825
H -2.193 3.630 -4.393
H -3.317 5.714 -3.736
H -2.996 6.659 -1.480
H -1.516 5.554 0.138
H -0.565 -0.089 1.062
H -1.231 0.945 -0.193
H -2.233 -0.325 0.529
H -1.546 0.060 3.473
H -3.070 -0.245 2.636
H -2.947 1.105 3.761
H -2.836 2.899 0.491
H -3.596 2.811 2.090
H -3.900 1.548 0.897
O -1.124 -5.951 0.810
C -0.610 -6.066 -0.421
C -1.010 -7.157 -1.197
C -0.521 -7.338 -2.477
C 0.382 -6.428 -3.015
C 0.782 -5.347 -2.254
C 0.306 -5.136 -0.962
C 0.816 -3.938 -0.221
O 1.594 -3.143 -0.787
N 0.340 -3.836 1.037
N 0.782 -2.774 1.741
C 0.313 -2.620 2.922
C 0.702 -1.497 3.754
C 0.196 -1.394 5.058
C 0.592 -0.351 5.866
C 1.471 0.596 5.356
C 1.883 0.442 4.042
N 1.537 -0.567 3.257
H -0.710 -5.104 1.189
H -1.710 -7.860 -0.762
H -0.844 -8.196 -3.054
H 0.765 -6.567 -4.018
H 1.486 -4.622 -2.643
H -0.410 -3.321 3.346
H -0.503 -2.140 5.417
H 0.217 -0.261 6.879
H 1.810 1.430 5.954
H 2.527 1.190 3.591
C 5.833 -1.485 -1.511
C 5.476 -0.980 -0.137
C 5.227 -1.875 0.896
C 4.883 -1.433 2.168
C 4.528 -2.410 3.253
C 4.817 -0.063 2.399
C 5.017 0.854 1.377
C 4.826 2.328 1.617
C 5.350 0.382 0.110
H 6.435 -2.391 -1.446
H 6.386 -0.735 -2.075
H 4.926 -1.730 -2.069
H 5.293 -2.942 0.704
H 3.460 -2.634 3.191
H 4.724 -1.995 4.242
H 5.076 -3.346 3.143
H 4.589 0.290 3.399
H 4.994 2.583 2.664
H 3.802 2.613 1.360
H 5.498 2.922 0.998
H 5.518 1.090 -0.695
*
```

Computed properties:
E_HOMO = -2.636 eV

***

2.
Density functional theory data (ωB97M-V/def2-TZVPD) for C46H66ClN3O5P2SiSr as an isolated structure in a non-equilibrium geometry.

Geometry as ORCA input:
```
! wB97M-V def2-TZVPD RIJCOSX def2/J DEFGRID3
* xyz -2 1
Sr 1.666 -0.708 -1.739
C 1.498 -2.367 1.888
Si 0.243 -1.421 0.742
C -0.657 -0.597 2.276
C -1.666 -1.317 2.941
C -2.249 -0.875 4.120
C -1.825 0.321 4.686
C -0.838 1.053 4.047
C -0.241 0.609 2.862
P 1.004 1.534 1.878
C 0.044 3.066 1.367
C -0.730 2.637 0.105
C -1.419 3.815 -0.582
C -2.355 4.538 0.384
C -1.583 4.978 1.627
C -0.919 3.780 2.318
C 2.403 2.159 2.963
C 2.291 2.977 4.265
C 2.185 2.162 5.562
C 3.269 1.087 5.634
C 3.182 0.192 4.399
C 3.436 1.029 3.147
C -1.046 -2.804 0.304
C -0.800 -4.160 0.555
C -1.646 -5.162 0.098
C -2.780 -4.830 -0.630
C -3.050 -3.494 -0.898
C -2.198 -2.485 -0.453
P -2.464 -0.704 -0.863
C -4.328 -0.560 -0.735
C -4.737 0.871 -1.107
C -6.223 1.132 -0.856
C -6.583 0.849 0.601
C -6.226 -0.593 0.958
C -4.741 -0.863 0.711
C -2.105 -0.707 -2.695
C -1.881 0.719 -3.228
C -1.060 0.670 -4.532
C -1.382 -0.598 -5.346
C -2.829 -1.024 -5.108
C -3.025 -1.484 -3.646
H 1.016 -2.823 2.762
H 2.237 -1.645 2.257
H 2.056 -3.148 1.359
H -2.009 -2.255 2.517
H -3.033 -1.459 4.591
H -2.259 0.683 5.613
H -0.525 1.990 4.485
H 0.831 3.767 1.064
H -1.477 1.884 0.389
H -0.035 2.160 -0.589
H -1.966 3.469 -1.464
H -0.650 4.518 -0.925
H -3.166 3.863 0.681
H -2.815 5.404 -0.105
H -2.251 5.488 2.328
H -0.811 5.698 1.328
H -1.704 3.088 2.632
H -0.405 4.134 3.215
H 2.833 2.833 2.216
H 1.477 3.703 4.202
H 3.219 3.561 4.336
H 1.224 1.660 5.627
H 2.259 2.840 6.419
H 3.159 0.502 6.553
H 4.258 1.563 5.666
H 2.186 -0.258 4.346
H 3.912 -0.620 4.458
H 3.444 0.393 2.260
H 4.436 1.472 3.230
H 0.070 -4.441 1.142
H -1.419 -6.202 0.306
H -3.442 -5.606 -0.999
H -3.936 -3.247 -1.474
H -4.834 -1.264 -1.406
H -4.503 1.067 -2.156
H -4.142 1.571 -0.507
H -6.823 0.480 -1.503
H -6.470 2.166 -1.114
H -7.648 1.035 0.776
H -6.017 1.527 1.249
H -6.829 -1.273 0.342
H -6.470 -0.797 2.004
H -4.504 -1.901 0.952
H -4.148 -0.237 1.386
H -1.127 -1.207 -2.712
H -1.363 1.328 -2.483
H -2.848 1.195 -3.419
H 0.005 0.691 -4.290
H -1.275 1.565 -5.126
H -0.718 -1.410 -5.037
H -1.205 -0.417 -6.410
H -3.113 -1.832 -5.787
H -3.492 -0.177 -5.322
H -2.785 -2.546 -3.570
H -4.077 -1.354 -3.374
O 3.685 -0.300 -2.525
C 4.896 -0.682 -2.776
C 5.829 0.205 -3.373
C 7.133 -0.162 -3.621
C 7.587 -1.442 -3.291
C 6.691 -2.337 -2.738
C 5.358 -2.000 -2.495
C 4.429 -3.012 -1.989
N 3.302 -2.832 -1.319
C 2.763 -4.081 -1.097
C 3.574 -5.032 -1.622
N 4.630 -4.342 -2.182
H 5.473 1.202 -3.603
H 7.815 0.551 -4.072
H 8.619 -1.725 -3.453
H 7.048 -3.323 -2.455
H 1.807 -4.197 -0.611
H 3.510 -6.106 -1.650
H 5.384 -4.740 -2.706
O 4.969 -1.192 0.674
H 5.005 -0.498 0.004
H 4.202 -1.724 0.415
O 1.732 1.669 -3.106
H 2.614 1.263 -3.170
H 1.826 2.215 -2.271
Cl 0.498 -2.704 -3.505
O 3.935 4.213 -0.341
N 3.399 3.538 -1.208
O 2.325 2.969 -0.851
*
```

Computed properties:
E_HOMO = -1.566 eV

***

3.
Density functional theory data (ωB97M-V/def2-TZVPD) for C46H67Cl5N4O2P3SiSr as an isolated structure in a non-equilibrium geometry.

Geometry as ORCA input:
```
! wB97M-V def2-TZVPD RIJCOSX def2/J DEFGRID3
* xyz -1 1
Sr 0.274 0.879 0.240
C 1.791 -3.943 5.203
C 1.322 -2.701 4.451
C -0.153 -2.442 4.745
P 1.569 -2.625 2.603
C 3.396 -2.990 2.361
C 4.174 -2.062 3.300
C 3.990 -4.397 2.382
C 0.609 -4.080 2.004
C 0.970 -5.407 2.274
C 0.248 -6.475 1.770
C -0.868 -6.228 0.983
C -1.248 -4.922 0.732
C -0.539 -3.813 1.222
Si -1.204 -2.023 0.790
C -2.060 -2.376 -0.923
C -3.440 -2.581 -1.032
C -4.123 -2.465 -2.237
C -3.432 -2.101 -3.380
C -2.050 -1.948 -3.320
C -1.351 -2.134 -2.129
P 0.481 -1.984 -1.996
C 0.962 -3.733 -1.573
C 0.965 -4.797 -2.665
C 2.266 -3.758 -0.773
C 1.142 -1.658 -3.717
C 0.836 -2.563 -4.927
C 2.663 -1.525 -3.586
C -2.757 -1.975 1.986
C -3.248 -3.162 2.558
C -4.392 -3.219 3.335
C -5.123 -2.063 3.565
C -4.660 -0.874 3.037
C -3.485 -0.803 2.279
P -2.961 0.876 1.718
C -3.040 1.913 3.316
C -2.612 1.139 4.566
C -4.333 2.666 3.661
C -4.514 1.410 0.817
C -4.352 2.808 0.211
C -4.851 0.414 -0.288
H 1.633 -3.811 6.279
H 2.850 -4.153 5.050
H 1.219 -4.821 4.896
H 1.882 -1.832 4.813
H -0.758 -3.311 4.482
H -0.535 -1.587 4.188
H -0.298 -2.242 5.812
H 3.557 -2.608 1.346
H 4.157 -2.438 4.326
H 3.762 -1.052 3.301
H 5.222 -2.009 2.990
H 3.869 -4.890 3.349
H 5.065 -4.334 2.184
H 3.552 -5.036 1.616
H 1.830 -5.613 2.893
H 0.556 -7.491 1.991
H -1.441 -7.051 0.570
H -2.126 -4.750 0.116
H -4.009 -2.803 -0.135
H -5.196 -2.623 -2.270
H -3.951 -1.945 -4.319
H -1.531 -1.669 -4.225
H 0.165 -4.003 -0.880
H 1.784 -4.655 -3.371
H 0.028 -4.815 -3.224
H 1.099 -5.781 -2.205
H 3.133 -3.533 -1.398
H 2.419 -4.747 -0.330
H 2.240 -3.026 0.037
H 0.754 -0.657 -3.945
H 1.628 -3.300 -5.061
H 0.807 -1.958 -5.838
H -0.101 -3.106 -4.854
H 3.104 -1.226 -4.538
H 2.951 -0.784 -2.840
H 3.106 -2.480 -3.299
H -2.715 -4.087 2.388
H -4.716 -4.167 3.748
H -6.032 -2.084 4.155
H -5.229 0.028 3.222
H -2.265 2.664 3.126
H -3.369 0.409 4.852
H -2.502 1.841 5.398
H -1.666 0.623 4.421
H -4.120 3.366 4.475
H -5.106 1.989 4.030
H -4.759 3.242 2.846
H -5.343 1.433 1.528
H -3.641 2.791 -0.617
H -4.006 3.554 0.925
H -5.305 3.154 -0.200
H -5.141 -0.553 0.120
H -3.996 0.237 -0.947
H -5.671 0.789 -0.907
N -0.497 0.978 -2.156
C -1.298 2.071 -1.488
C -0.695 3.350 -0.657
N 0.057 3.250 0.655
C 1.564 3.319 0.508
C 2.047 2.531 -0.757
N 2.647 1.185 -0.604
H 0.433 1.298 -2.425
H -0.966 0.785 -3.033
H -2.003 1.548 -0.831
H -1.875 2.605 -2.240
H -1.635 3.854 -0.444
H -0.126 3.962 -1.359
H -0.281 3.990 1.250
H 2.048 2.955 1.415
H 1.841 4.357 0.316
H 2.638 3.194 -1.385
H 1.099 2.471 -1.272
H 3.609 1.343 -0.333
H 2.666 0.776 -1.536
O 1.931 0.729 2.530
N 0.980 0.706 3.339
O -0.145 0.795 2.800
Cl 3.290 1.975 -4.011
C 1.666 2.385 -4.632
C 0.920 3.308 -3.939
C -0.329 3.539 -4.473
Cl -1.331 4.840 -3.782
C -0.879 2.828 -5.536
Cl -2.524 3.040 -6.039
C -0.068 1.910 -6.207
Cl -0.682 1.031 -7.562
C 1.246 1.719 -5.782
Cl 2.299 0.698 -6.705
*
```

Computed properties:
E_HOMO = -3.630 eV

***

no.,orbital gap (eV),calculated total energy (eV)
1,4.510,-80123.557
2,5.740,-103300.425
3,5.607,-158036.710